Record 1
DFT (ωB97M-V with the def2-TZVPD basis set) results for a cluster of 4 separate species, C5H15NO4 in total at a distorted geometry.

## Properties
charge	0
ΔE to the lowest compared entry with this formula, charge and spin	223.4	kJ/mol
electronic energy	-15106.8197	eV
orbital gap	10.3	eV
HOMO	-9.77	eV

Each line ends with the Löwdin charge.
CARTESIAN COORDINATES (ANGSTROEM)
C1 -2.88530 -0.23357 0.15017  -0.061
N1 -1.92910 -0.68880 0.82594  -0.018
C2 -1.40788 -2.00972 0.49114  -0.261
C3 -0.05872 -2.28553 1.16128  -0.188
C4 0.97727 -1.23066 0.72901  -0.160
C5 1.31627 -1.19022 -0.74080  -0.270
O1 2.39899 -0.80956 -1.11848  0.025
H1 -3.41643 -0.67978 -0.69741  0.083
H2 -3.33566 0.69800 0.49994  0.065
H3 -1.23650 -2.14928 -0.58423  0.101
H4 -2.15871 -2.76117 0.74936  0.118
H5 -0.15023 -2.21540 2.24324  0.111
H6 0.20813 -3.25776 0.74806  0.111
H7 0.62440 -0.26234 1.09376  0.110
H8 1.89253 -1.42604 1.28819  0.120
H9 0.59422 -1.70537 -1.39596  0.120
O2 0.38331 1.02184 -1.83368  -0.045
H10 1.33594 1.09393 -1.85159  0.008
H11 -0.11205 1.67229 -1.33977  0.025
O3 1.94901 2.20807 0.09868  -0.053
H12 1.97367 3.01779 -0.42767  0.056
H13 2.40150 1.59383 -0.49195  0.021
O4 -1.11693 3.35338 0.53887  -0.059
H14 -0.15716 3.25507 0.61048  0.009
H15 -1.36697 2.59087 1.07933  0.033

Record 2
DFT (ωB97M-V with the def2-TZVPD basis set) results for a cluster of 2 separate species, C11H15N in total at a distorted geometry.

## Properties
charge	0
ΔE to the lowest compared entry with this formula, charge and spin	58.7	kJ/mol
electronic energy	-13140.1831	eV
orbital gap	8.7	eV
HOMO	-7.76	eV

Each line ends with the Löwdin charge.
CARTESIAN COORDINATES (ANGSTROEM)
C1 -2.05213 -1.13938 -2.56122  -0.047
C2 -1.26260 -1.12556 -1.26930  -0.241
C3 -0.40228 -2.18393 -1.09400  -0.051
N1 0.26560 -2.03358 0.12535  0.083
C4 -0.23975 -0.90536 0.71662  -0.229
C5 0.10005 -0.37839 1.95612  -0.029
C6 -0.55593 0.77807 2.36588  -0.095
C7 -1.40515 1.45590 1.46533  -0.110
C8 -1.64830 0.99601 0.19381  -0.034
C9 -1.15668 -0.27665 -0.16231  -0.143
H1 -3.00409 -0.64690 -2.33832  0.076
H2 -2.24515 -2.17032 -2.88970  0.077
H3 -1.49774 -0.62944 -3.33415  0.070
H4 -0.26040 -2.97643 -1.80772  0.117
H5 0.86154 -2.71391 0.55603  0.146
H6 0.80743 -0.77973 2.68033  0.108
H7 -0.23731 1.20704 3.29326  0.088
H8 -1.85282 2.44305 1.68425  0.105
H9 -2.34239 1.51276 -0.44912  0.105
C10 3.81630 2.11064 0.11047  -0.185
C11 2.79525 1.82669 -0.97658  -0.177
H10 3.80595 3.18274 0.34367  0.063
H11 3.68937 1.45405 0.98178  0.065
H12 4.82567 1.92222 -0.25226  0.055
H13 2.78887 0.72795 -1.10238  0.064
H14 3.00127 2.30897 -1.93009  0.062
H15 1.79554 2.04266 -0.59019  0.057

Record 3
DFT (ωB97M-V with the def2-TZVPD basis set) results for the molecule C7H7NO at a distorted geometry.

## Properties
charge	0
ΔE to the lowest compared entry with this formula, charge and spin	524.1	kJ/mol
electronic energy	-10903.9067	eV
orbital gap (spin up / spin down)	8.2 / 7.3	eV
HOMO (spin up / spin down)	-9.01 / -7.75	eV

Each line ends with the Löwdin charge.
CARTESIAN COORDINATES (ANGSTROEM)
C1 -0.17068 0.84366 -1.56275  -0.001
C2 0.16339 2.23819 -1.66401  -0.113
C3 0.82883 0.81393 0.69370  -0.025
C4 1.12758 2.12262 0.58495  -0.103
C5 0.13494 0.14283 -0.37861  -0.283
C6 0.59801 2.80722 -0.52861  0.055
C7 -0.85573 -2.90331 1.08248  -0.075
N1 -0.39363 -1.08089 -0.22368  0.087
O1 -0.03757 -1.71396 0.99206  -0.190
H1 -0.81085 0.64673 -2.35063  0.083
H2 -0.24620 2.69429 -2.58902  0.110
H3 1.15244 0.24335 1.54795  0.108
H4 1.53189 2.73268 1.36370  0.095
H5 -1.70367 -2.80655 0.25686  0.124
H6 -1.02263 -3.04348 2.11193  0.061
H7 -0.29613 -3.73728 0.66368  0.067

Record 4
DFT (ωB97M-V with the def2-TZVPD basis set) results for a cluster of 11 separate species, C5H32N2O11 in total at a distorted geometry.

## Properties
charge	0
ΔE to the lowest compared entry with this formula, charge and spin	475.8	kJ/mol
electronic energy	-31205.0439	eV
orbital gap	9.6	eV
HOMO	-9.54	eV

Each line ends with the Löwdin charge.
CARTESIAN COORDINATES (ANGSTROEM)
C1 3.28813 -2.05443 -1.10361  -0.029
N1 3.34642 -0.89851 -0.61091  -0.041
C2 2.77461 -0.62854 0.67432  -0.245
C3 1.73499 0.51454 0.53974  -0.168
C4 1.36262 1.39241 1.69571  -0.384
N2 0.79516 0.63022 2.81108  0.068
C5 0.42398 2.59071 1.33529  -0.137
O1 -0.04365 2.75818 -0.03003  -0.126
H1 2.70095 -2.83185 -0.59620  0.087
H2 3.85487 -2.34107 -1.98362  0.073
H3 3.62497 -0.31626 1.30244  0.124
H4 2.29246 -1.41391 1.26442  0.109
H5 1.91400 1.13534 -0.34703  0.061
H6 0.81500 -0.06465 0.34517  0.135
H7 2.18349 1.97877 2.14369  0.132
H8 -0.20807 0.60030 2.74904  0.052
H9 1.19787 -0.27293 2.74400  0.044
H10 -0.53825 2.39384 1.81064  0.112
H11 0.88662 3.51807 1.66193  0.121
H12 0.73534 2.81627 -0.58342  0.044
O2 -2.47892 1.32160 -0.22708  -0.063
H13 -1.62309 1.68945 0.09355  0.033
H14 -2.28972 0.46532 -0.66179  0.061
O3 -4.14631 -1.55574 0.34074  -0.085
H15 -3.61665 -1.94425 -0.36212  -0.003
H16 -4.01299 -0.64687 0.00243  0.019
O4 -0.36807 2.01955 -2.54926  -0.061
H17 -0.81539 2.15366 -1.71023  0.002
H18 -0.26010 2.91692 -2.96527  0.093
O5 -2.94983 -1.73784 -2.10454  -0.042
H19 -2.03439 -1.40459 -2.26483  0.045
H20 -3.46540 -2.01331 -2.83727  0.039
O6 -0.45165 -3.63253 3.86437  -0.080
H21 -0.96434 -3.11411 3.20507  -0.010
H22 -0.03472 -2.97339 4.40483  0.004
O7 -0.31555 -1.54729 -3.48990  -0.116
H23 0.55901 -1.05213 -3.39969  0.009
H24 -0.72654 -1.18662 -4.31599  0.061
O8 -2.25200 -2.95044 1.85476  -0.094
H25 -3.13167 -3.41070 1.82253  0.076
H26 -2.75966 -2.13011 2.08501  0.029
O9 1.56720 0.27201 -3.33362  -0.055
H27 0.97675 0.96948 -3.68601  0.051
H28 1.90586 0.71091 -2.57430  0.004
O10 -2.82283 0.14854 1.91814  -0.103
H29 -3.35921 0.52069 2.63942  0.060
H30 -3.27395 0.62969 1.16659  0.024
O11 2.96098 2.82946 -0.88931  -0.036
H31 3.63650 2.92645 -1.56323  0.060
H32 3.40517 2.21970 -0.28568  0.048

Record 5
DFT (ωB97M-V with the def2-TZVPD basis set) results for the molecule O3 at a distorted geometry.

## Properties
charge	0
ΔE to the lowest compared entry with this formula, charge and spin	2.7	kJ/mol
electronic energy	-6134.9265	eV
orbital gap	9.7	eV
HOMO	-12.33	eV

Each line ends with the Löwdin charge.
CARTESIAN COORDINATES (ANGSTROEM)
O1 -1.07977 -0.20039 -0.15033  0.048
O2 0.17914 -0.22437 -0.31702  -0.106
O3 0.90063 0.42476 0.46735  0.058

Record 6
DFT (ωB97M-V with the def2-TZVPD basis set) results for a structure of composition C36H39ClMnP2 at a distorted geometry.

## Properties
charge	0
ΔE to the lowest compared entry with this formula, charge and spin	0.0	kJ/mol
electronic energy	-100376.9211	eV
orbital gap (spin up / spin down)	6.9 / 7.1	eV
spin multiplicity	6
HOMO (spin up / spin down)	-6.55 / -6.80	eV

Each line ends with the Löwdin spin population.
CARTESIAN COORDINATES (ANGSTROEM)
Mn1 -0.11027 3.17834 1.12544  4.530
C1 2.66783 4.26489 3.70803  0.005
C2 2.78390 3.07270 3.12760  0.004
C3 2.36774 1.71911 3.63777  0.001
C4 0.86609 1.25096 3.37359  0.011
C5 -0.23413 2.25075 3.77640  0.001
C6 -0.21038 3.28614 4.64463  0.048
C7 0.79794 3.82121 5.59363  0.007
C8 1.93295 4.68215 4.97979  0.004
C9 -1.29843 2.91480 -0.26746  0.076
H1 2.99758 5.11885 3.10255  0.000
H2 3.38447 3.00284 2.19668  0.000
H3 2.58218 1.54955 4.72986  0.000
H4 3.08850 1.06303 3.06938  0.000
H5 0.77039 0.88800 2.30933  0.008
H6 0.68622 0.32193 3.95208  -0.001
H7 -1.30918 1.95779 3.59083  0.005
H8 -1.03005 4.03034 4.46137  0.001
H9 1.22775 3.01822 6.22162  0.001
H10 0.22331 4.53358 6.25439  0.000
H11 1.56779 5.72517 4.87421  0.000
H12 2.68428 4.66827 5.79251  0.000
H13 -0.75109 3.35455 -1.11994  0.028
H14 -2.15535 3.48613 0.12331  0.022
H15 -1.42708 1.81217 -0.20559  0.035
P1 0.84106 -1.57443 -2.34209  0.000
P2 -1.64166 -1.91302 -1.30183  0.000
C10 0.81056 -2.90044 -1.08396  0.000
C11 -0.44609 -3.12295 -0.59207  0.000
C12 1.75254 -2.21939 -3.83062  0.000
C13 2.68523 -3.25578 -3.71919  0.000
C14 3.30971 -3.77550 -4.85500  0.000
C15 3.11700 -3.24334 -6.12368  0.000
C16 2.29907 -2.11785 -6.21783  0.000
C17 1.61205 -1.61230 -5.10786  0.000
C18 1.99525 -0.29474 -1.73599  0.001
C19 1.40467 0.66312 -0.88062  0.008
C20 2.19379 1.59761 -0.23612  0.036
C21 3.56081 1.62382 -0.54468  0.004
C22 4.15151 0.66884 -1.39604  0.001
C23 3.36138 -0.28107 -2.03274  0.000
C24 -2.75554 -3.10154 -2.19216  0.000
C25 -2.23823 -3.75417 -3.32861  0.000
C26 -3.01941 -4.67492 -4.04085  0.000
C27 -4.32339 -5.02508 -3.64097  0.000
C28 -4.78715 -4.44448 -2.44911  0.000
C29 -4.03599 -3.47585 -1.75357  0.000
C30 -2.72478 -1.43639 0.07534  0.000
C31 -3.71007 -0.44555 -0.11052  0.000
C32 -4.51853 -0.06509 0.96983  0.000
C33 -4.30741 -0.63449 2.24293  0.000
C34 -3.33633 -1.62720 2.40409  0.000
C35 -2.53756 -2.00389 1.33188  0.000
H16 1.68687 -3.54234 -0.90663  0.000
H17 -0.74882 -3.99359 0.01326  0.000
H18 2.91401 -3.64839 -2.72317  0.000
H19 3.96373 -4.62562 -4.76713  0.000
H20 3.57978 -3.67851 -7.02125  0.000
H21 2.19128 -1.61952 -7.18053  0.000
H22 0.97059 -0.72149 -5.21788  0.000
H23 0.32156 0.64713 -0.73638  0.004
H24 1.74878 2.33861 0.49568  0.027
H25 4.14404 2.45165 -0.15030  0.000
H26 5.21738 0.65356 -1.56867  0.000
H27 3.81612 -0.98770 -2.72807  0.000
H28 -1.19141 -3.58476 -3.59220  0.000
H29 -2.58486 -5.19640 -4.88998  0.000
H30 -4.93590 -5.74873 -4.21168  0.000
H31 -5.73940 -4.80577 -2.04468  0.000
H32 -4.45454 -3.05833 -0.82977  0.000
H33 -3.83576 -0.00344 -1.09101  0.000
H34 -5.32611 0.67037 0.80456  0.000
H35 -4.89019 -0.28053 3.10557  0.000
H36 -3.17758 -2.10423 3.37583  0.000
H37 -1.77440 -2.73702 1.47576  0.000
Cl1 -0.11861 5.83608 1.15190  0.066
C36 -0.65010 4.91299 2.55782  0.053
H38 -0.17862 5.41691 3.43386  0.007
H39 -1.76329 4.88366 2.68515  0.004

Record 7
DFT (ωB97M-V with the def2-TZVPD basis set) results for a cluster of 2 separate species, C3H4IN3O in total at a distorted geometry.

## Properties
charge	0
ΔE to the lowest compared entry with this formula, charge and spin	413.5	kJ/mol
electronic energy	-17788.1435	eV
orbital gap	8.2	eV
HOMO	-8.02	eV

Each line ends with the Löwdin charge.
CARTESIAN COORDINATES (ANGSTROEM)
C1 0.10772 -2.21158 0.13213  -0.699
C2 0.11558 1.44309 0.87469  -0.076
C3 -0.04179 -2.04372 -1.05756  -0.336
N1 -0.16872 1.08167 -0.21629  -0.086
N2 0.28387 1.18517 2.20133  0.072
N3 -0.17832 -1.33530 -2.14170  0.057
O1 -0.48315 1.17143 -1.37847  -0.036
I1 0.65840 -2.65211 2.03395  0.804
H1 1.04162 0.56189 2.47663  0.058
H2 -0.39475 1.11559 2.93192  0.088
H3 -0.04968 -1.88896 -2.99552  0.109
H4 0.01806 -0.36270 -2.20986  0.044

Record 8
DFT (ωB97M-V with the def2-TZVPD basis set) results for a cluster of 2 separate species, C5H14 in total.

## Properties
charge	0
ΔE to the lowest compared entry with this formula, charge and spin	10.5	kJ/mol
electronic energy	-5411.9412	eV
orbital gap	12.6	eV
HOMO	-11.47	eV

Each line ends with the Löwdin charge.
CARTESIAN COORDINATES (ANGSTROEM)
C1 -0.25458 -2.77378 0.41408  -0.118
C2 0.05302 -1.27212 0.65822  -0.310
C3 -0.87702 -0.67303 1.72368  -0.122
H1 -0.03695 -3.07363 -0.60938  0.062
H2 0.33387 -3.38482 1.09849  0.065
H3 -1.31289 -2.96037 0.61084  0.061
H4 -0.11691 -0.73879 -0.27856  0.078
H5 1.10163 -1.16983 0.93221  0.095
H6 -0.95258 0.40995 1.63331  0.052
H7 -0.52906 -0.90848 2.73036  0.070
H8 -1.87527 -1.09692 1.60228  0.064
C4 0.22459 2.26907 -0.63027  -0.183
C5 0.91189 2.13019 -1.99012  -0.168
H9 0.84982 1.88159 0.17246  0.059
H10 -0.00762 3.31679 -0.42977  0.062
H11 -0.73505 1.75162 -0.62785  0.056
H12 0.25904 2.52801 -2.76816  0.061
H13 1.11322 1.08314 -2.21755  0.056
H14 1.85085 2.68141 -2.02426  0.060